C3H6IN2O | ωB97M-V/def2-TZVPD

Output
Highest occupied orbital energy (spin up / spin down) in eV: -12.26 / -12.26
Energy in a.u.: -599.9514
Max |F| in Eh/bohr: 0.070
Energy relative to the best compared isomer or geometry (same formula, charge and spin) in kcal per mole: 96.9
E_LUMO (spin up / spin down) in eV: -5.070 / -5.070
Charge: +1

Last column: Löwdin charge in e.
CARTESIAN COORDINATES (ANGSTROEM)
C  2.5960  1.6474  0.0417  -0.69
C  0.2105  0.9744  -0.2045  -0.29
C  0.6774  -0.2144  0.5575  -0.49
N  1.3220  1.9413  -0.1083  0.02
N  -0.1028  -1.5589  0.4339  0.06
O  3.5478  2.2849  0.3023  0.12
I  2.7882  -0.6104  -0.0472  1.36
H  -0.0090  0.9362  -1.3234  0.14
H  -0.8121  1.2924  -0.0038  0.13
H  0.8970  2.9109  -0.1250  0.21
H  -0.6847  -1.9648  -0.3064  0.16
H  -0.6214  -1.4990  1.3534  0.18
H  0.6763  -2.2350  0.5054  0.10

Forces on atoms 1 to 3 (eV/Å):
0.310 1.419 0.942
0.744 -1.009 -3.381
-0.491 -0.461 0.542